Record 1
Formula: C7H9N
Source: the Open Molecules 2025 dataset
Level of theory: ωB97M-V with the def2-TZVPD basis set

## Properties
SMILES = C/C=C/c1cc[nH]c1
Electronic energy = -8893.430 eV
E_HOMO = -0.286 Ha
LUMO energy = 0.0390 hartree

Cartesian coordinates (Å):
H1 0.59483 0.85132 -1.93020
C1 0.51382 0.08591 2.37273
C2 -0.08263 0.38079 -1.16692
H2 -1.83631 -1.15130 -3.23543
H3 2.34867 -0.99415 -0.01628
H4 -1.06771 1.22790 1.46963
C3 0.35783 0.13215 0.12932
C4 -1.99612 -0.12020 -2.94153
H5 -3.04512 0.05434 -2.80104
N1 1.65117 -0.49102 1.86005
C5 1.53223 -0.49371 0.48757
H6 -1.51793 0.51340 -3.66422
C6 -0.26153 0.53741 1.31832
H7 0.32839 0.33688 3.44052
H8 2.34315 -1.02585 2.34225
H9 -2.02332 0.02099 -0.57931
C7 -1.34408 0.07826 -1.54054

Record 2
Formula: C7H9N2
Source: the Open Molecules 2025 dataset
Level of theory: ωB97M-V with the def2-TZVPD basis set

## Properties
Charge = +1
Electronic energy = -10373.223 eV
E_HOMO = -0.468 Ha
LUMO energy = -0.1649 hartree

Cartesian coordinates (Å):
C1 -0.06837 0.42692 -1.23384
C2 -2.00976 0.33125 0.29935
H1 -3.17682 -1.22883 0.97910
H2 -2.26157 -0.08381 2.30620
C3 2.51592 0.39993 -1.32128
N1 -1.12529 0.25327 -0.57557
C4 1.81094 -0.03847 -2.43426
H3 -0.18666 0.13579 -3.19219
H4 2.81343 0.34066 1.62449
H5 1.09015 0.95554 1.87879
H6 -2.77335 1.03429 0.39119
H7 3.65048 0.59944 -1.24545
N2 0.44258 0.10398 -2.38312
C5 -2.34023 -0.66052 1.35615
H8 2.09478 -0.36940 -3.39910
C6 1.96638 0.64478 1.20367
C7 1.85323 0.60777 -0.11835
H9 -1.48707 -1.29739 1.24428

> Look up the LUMO energy of the first one.

0.0390 hartree